Entry 1:
Density functional theory data (wB97M-V/def2-TZVPD) for a 23-piece molecular cluster, C6H58NO27S overall at a distorted geometry.

ORCA input file:
```
! wB97M-V def2-TZVPD RIJCOSX def2/J DEFGRID3
* xyz -1 1
C 2.9778 -2.6990 -0.1013
O 2.0282 -1.9034 0.6453
C 1.4109 -0.8644 -0.1755
C 0.8677 0.1367 0.6610
N 0.3290 1.2464 -0.1798
H -0.0732 2.0316 0.4085
H 1.1344 1.6484 -0.5960
C -0.7915 1.0789 -1.1065
C -2.1161 0.7484 -0.5255
O -3.1816 0.7375 -1.4283
C -4.3744 0.2268 -0.9076
H 3.4420 -3.5320 0.5753
H 3.7979 -2.1099 -0.6466
H 2.5272 -3.2942 -0.8276
H 0.7787 -1.4568 -0.9083
H 2.0807 -0.5347 -0.8860
H 1.6474 0.5270 1.2972
H -0.1304 -0.3006 1.3090
H -0.4235 0.4358 -1.8366
H -0.7780 2.0009 -1.6850
H -2.2249 1.1909 0.3595
H -1.9256 -0.2844 -0.0977
H -4.3007 -0.7655 -0.7395
H -5.3084 0.5025 -1.3000
H -4.3128 0.7310 -0.0104
S 1.2467 4.4956 -1.5842
O 2.3374 5.1720 -0.9664
O 1.0886 5.1316 -2.8123
O 1.6066 3.0791 -1.6867
O -0.0047 4.5564 -0.8716
O 1.8222 1.1557 -3.6097
H 1.1363 1.4827 -4.2081
H 1.5907 1.9309 -2.9420
O -2.9711 -0.4052 2.6507
H -2.6793 -1.3498 2.8023
H -3.9899 -0.4383 2.3855
O 1.8138 -3.7778 3.3161
H 2.4496 -3.1348 3.2458
H 1.7528 -4.1953 2.4701
O 1.7810 1.3268 3.8020
H 1.0318 0.8812 3.6627
H 2.0248 1.4045 4.7190
O 3.4860 1.9630 -0.1494
H 4.3281 1.4861 -0.5102
H 3.2022 2.6868 -0.7254
O -5.6577 -0.3925 2.0509
H -6.4134 -0.0356 1.8843
H -5.7455 -1.4667 1.8509
O -3.7451 2.6566 3.0639
H -3.0155 2.4216 2.4903
H -3.5239 2.2618 3.9406
O 0.1045 3.2758 -4.5495
H -0.7904 3.1045 -4.1673
H 0.3110 4.0410 -4.0534
O 4.1634 0.5248 2.5839
H 4.0746 0.6902 1.7521
H 3.3869 0.8663 3.0750
O 5.6215 0.2678 -1.1835
H 6.3399 0.7905 -1.3911
H 6.0066 -0.6248 -0.8125
O -0.1000 -4.2201 -0.8201
H -0.3192 -5.1402 -0.7283
H -0.4951 -3.8724 -1.6289
O -2.5306 4.4489 -1.0043
H -2.8542 4.7433 -0.1643
H -1.4195 4.6314 -0.9502
O -0.7573 -2.8532 1.4580
H 0.0633 -2.6420 2.0119
H -0.3253 -3.1942 0.7423
O -0.5856 -0.5312 4.0640
H -1.3856 -0.3173 3.5873
H -1.0179 -1.2296 4.6155
O -7.1863 1.6631 1.3075
H -6.3802 2.1810 0.8790
H -7.0696 2.1632 2.0480
O -0.9619 0.3791 -4.3158
H -1.5759 1.0311 -3.9467
H -1.3219 0.4225 -5.1916
O 4.5179 -5.4596 -1.9076
H 3.5528 -5.5818 -1.9667
H 4.9757 -5.7480 -2.6142
O -0.4694 3.0633 1.6770
H -0.2096 3.5744 2.6002
H -0.2096 3.6407 1.0203
O 1.7102 -5.4084 0.9661
H 1.0823 -5.8770 1.4955
H 1.2463 -5.1981 0.1679
O -2.5995 2.6167 -3.8528
H -2.8142 3.2228 -3.0347
H -3.3551 1.9995 -4.1472
O 3.8039 -6.9523 0.5546
H 3.2913 -6.1999 0.3360
H 4.4486 -6.6861 -0.0779
*
```

Results
- largest force on an atom (eV/A) = 11.605
- E_HOMO (hartree) = -0.167
- DFT total energy (Ha) = -2747.625590
- HOMO-LUMO gap (eV) = 5.645
- energy above the lowest of the compared OMol25 structures with the same formula, charge and spin (kJ/mol) = 23.0

Mulliken atomic charge list, values in e, 2 entries:
1. C -0.76
2. O -0.06

=====

Entry 2:
Density functional theory data (wB97M-V/def2-TZVPD) for C6H5AlCl2GaNO3 as an isolated structure at a distorted geometry.

ORCA input file:
```
! wB97M-V def2-TZVPD RIJCOSX def2/J DEFGRID3
* xyz 4 1
Al -0.8648 -0.4291 -4.1389
Ga 2.3524 0.2167 -0.3404
Cl -2.8744 -0.9431 -3.7245
Cl 0.3596 0.4692 -1.0114
C 2.5288 2.4049 -0.1524
C 0.6795 -1.5479 -3.9862
C -0.4442 1.5075 -4.6221
O 1.9592 3.4016 -0.2675
O 1.5627 -2.3223 -3.9882
O -0.2626 2.5656 -5.0781
C -1.6055 -0.5747 3.0550
C -0.1133 -0.7127 3.4417
C 0.8234 -0.4078 2.3698
N 1.6484 -0.1769 1.5753
H -1.8395 0.4377 2.7149
H -2.3029 -0.8042 3.8658
H -1.8482 -1.2784 2.2507
H 0.1634 -0.0489 4.2828
H 0.0781 -1.7572 3.7538
*
```

Results
- largest force on an atom (eV/A) = 10.303
- E_HOMO (hartree) = -0.884
- DFT total energy (Ha) = -3597.849841
- HOMO-LUMO gap (eV) = 4.815
- energy above the lowest of the compared OMol25 structures with the same formula, charge and spin (kJ/mol) = 0.0

natural (NBO) atomic charge list, values in e, 2 entries:
1. Al 1.51
2. Ga 1.78

=====

Entry 3:
Density functional theory data (wB97M-V/def2-TZVPD) for C6H5Br2F6N2O4S3Tc as an isolated structure.

ORCA input file:
```
! wB97M-V def2-TZVPD RIJCOSX def2/J DEFGRID3
* xyz 2 1
Tc -0.1881 0.3806 -0.0725
Br 1.5229 -0.2736 1.7835
C 3.3914 0.1232 1.3527
Br 3.9527 -0.5805 -0.3288
H 3.9474 -0.3608 2.1466
H 3.4991 1.1999 1.3612
F -1.3521 -1.5417 0.1707
C -2.7303 -1.2406 0.3556
F -3.0324 -1.5659 1.5706
F -3.3924 -1.9173 -0.5294
S -2.8552 0.5874 0.0372
O -2.0126 0.7536 -1.1742
O -4.1950 1.0062 0.0426
N -1.8634 0.9876 1.2595
S -1.2978 2.5170 1.3433
O -2.1502 3.5409 0.8819
O 0.0333 2.3423 0.6899
C -0.9674 2.7200 3.1759
F -0.3519 1.6411 3.6159
F -2.1243 2.8730 3.7625
F -0.2076 3.7790 3.3033
C 1.8706 -3.3973 -3.8004
C 1.5091 -2.2474 -3.0177
N 1.2213 -1.3302 -2.3930
H 2.2389 -4.1807 -3.1333
H 2.6389 -3.1159 -4.5236
H 0.9801 -3.7547 -4.3263
S 1.0659 1.3119 -1.9101
C 0.8491 -0.2566 -1.6435
*
```

Results
- largest force on an atom (eV/A) = 0.446
- E_HOMO (spin up / spin down) (hartree) = -0.587 / -0.587
- DFT total energy (Ha) = -7663.911808
- HOMO-LUMO gap (spin up / spin down) (eV) = 6.822 / 6.822

natural (NBO) atomic charge list, values in e, 2 entries:
1. Tc 0.61
2. Br 0.25

=====

Entry 4:
Density functional theory data (wB97M-V/def2-TZVPD) for a 2-piece molecular cluster, C6H5BrO overall at a distorted geometry.

ORCA input file:
```
! wB97M-V def2-TZVPD RIJCOSX def2/J DEFGRID3
* xyz 0 1
C -0.7087 -0.8443 0.7728
C -0.5903 0.4734 1.1014
C 0.0640 -1.0859 -0.4242
C 0.3544 1.0369 0.1174
C -0.1055 -2.2351 -1.0983
C 0.8754 2.2664 0.0640
O 0.6538 0.1057 -0.8083
Br 2.0703 2.8857 -1.2002
H -1.3591 -1.5652 1.3052
H -1.1393 0.9353 1.9234
H 0.3462 -2.3308 -2.0365
H -0.6880 -3.0616 -0.6163
H 0.2267 3.4197 0.8995
*
```

Results
- largest force on an atom (eV/A) = 5.143
- E_HOMO (hartree) = -0.293
- DFT total energy (Ha) = -2880.744994
- HOMO-LUMO gap (eV) = 8.100
- energy above the lowest of the compared OMol25 structures with the same formula, charge and spin (kJ/mol) = 92.5

natural (NBO) atomic charge list, values in e, 2 entries:
1. C -0.22
2. C -0.23

=====

Entry 5:
Density functional theory data (wB97M-V/def2-TZVPD) for C6H5Cl in the gas phase at a distorted geometry.

ORCA input file:
```
! wB97M-V def2-TZVPD RIJCOSX def2/J DEFGRID3
* xyz 0 1
C 0.2131 -1.4752 1.8922
C -0.1808 -0.6346 1.1550
C -0.4610 0.2593 0.0765
C -1.7979 0.3199 -0.5210
C -2.9484 -0.1620 -0.0988
C 0.4556 0.6943 -0.8061
Cl 2.1477 0.4279 -0.5770
H 0.4449 -2.1663 2.8012
H -1.6401 1.0700 -1.4180
H -3.1367 -0.9240 0.7312
H -3.9088 -0.2533 -0.6827
H 0.0451 0.9896 -1.8107
*
```

Results
- largest force on an atom (eV/A) = 4.955
- E_HOMO (hartree) = -0.325
- SMILES = C#C/C(C=C)=C\Cl
- DFT total energy (Ha) = -691.668181
- HOMO-LUMO gap (eV) = 9.160
- energy above the lowest of the compared OMol25 structures with the same formula, charge and spin (kJ/mol) = 105.2

natural (NBO) atomic charge list, values in e, 2 entries:
1. C -0.18
2. C -0.06

=====

Entry 6:
Density functional theory data (wB97M-V/def2-TZVPD) for C6H5Cl2OP in the gas phase at a distorted geometry.

ORCA input file:
```
! wB97M-V def2-TZVPD RIJCOSX def2/J DEFGRID3
* xyz 0 1
C -0.4809 -1.4502 0.3569
C 0.7871 -1.7829 0.2387
C -1.1402 -0.1591 0.1809
C -0.5176 1.0090 0.0281
C 1.7689 -0.7467 0.0450
C 1.5941 0.5463 0.0112
O -2.4731 -0.1720 0.2693
P -0.9053 2.6840 -0.0381
Cl 3.3714 -1.4925 -0.2917
Cl 2.6623 1.8427 0.0395
H -1.1810 -2.4027 0.4282
H 1.1146 -2.8346 0.2066
H -2.7887 -1.0442 0.6243
H -1.9467 2.7708 -1.1338
H 0.1351 3.2319 -0.9651
*
```

Results
- largest force on an atom (eV/A) = 5.772
- E_HOMO (hartree) = -0.309
- DFT total energy (Ha) = -1568.445600
- HOMO-LUMO gap (eV) = 8.287

natural (NBO) atomic charge list, values in e, 2 entries:
1. C -0.20
2. C -0.21

=====

Entry 7:
Density functional theory data (wB97M-V/def2-TZVPD) for C6H5CuN3O2SSe as an isolated structure.

ORCA input file:
```
! wB97M-V def2-TZVPD RIJCOSX def2/J DEFGRID3
* xyz -1 1
Cu 1.6181 0.3094 -0.1240
S 0.9036 2.1123 -1.2733
C -0.2574 0.8861 -1.1811
N -1.2103 0.9297 -0.1628
C -2.2148 0.0397 -0.0552
C -2.3995 -0.8762 -1.0381
C -1.4777 -0.8310 -2.1101
N -0.4857 0.0036 -2.2093
H -1.0065 1.5448 0.6118
H -2.8105 0.1090 0.8417
H -3.1861 -1.6113 -0.9909
H -1.6005 -1.5194 -2.9423
Se 0.9351 -1.8843 0.7529
C -0.3452 -1.2458 1.8933
N -1.1933 -0.8512 2.5796
O 2.6627 1.1737 1.9091
C 3.6861 0.7256 1.3638
O 3.7366 0.2025 0.2159
H 4.6455 0.7829 1.9190
*
```

Results
- largest force on an atom (eV/A) = 0.664
- E_HOMO (hartree) = -0.164
- DFT total energy (Ha) = -4986.609722
- HOMO-LUMO gap (eV) = 7.218
- energy above the lowest of the compared OMol25 structures with the same formula, charge and spin (kJ/mol) = 58.1

natural (NBO) atomic charge list, values in e, 2 entries:
1. Cu 0.84
2. S -0.22

=====

Entry 8:
Density functional theory data (wB97M-V/def2-TZVPD) for a 2-piece molecular cluster, C6H5FN2O overall at a distorted geometry.

ORCA input file:
```
! wB97M-V def2-TZVPD RIJCOSX def2/J DEFGRID3
* xyz 0 1
N -0.5456 -1.4528 -2.2542
C -0.2351 -0.7065 -1.3998
C 0.1710 -0.2315 -0.0973
C 1.5159 0.0548 0.1835
N 1.9515 0.3451 1.4042
C 1.0909 0.2958 2.4259
C -0.2648 0.0274 2.2707
C -0.7234 -0.1720 0.9786
F -2.0073 -0.4105 0.7671
H 2.2415 0.0961 -0.6315
H 1.5144 0.3981 3.4278
H -0.9196 -0.1266 3.1272
O -1.0289 0.8752 -3.5964
H -1.6581 1.1861 -2.9165
H -1.1024 -0.1786 -3.6894
*
```

Results
- largest force on an atom (eV/A) = 3.798
- E_HOMO (hartree) = -0.380
- SMILES = N#Cc1cnccc1F.O
- DFT total energy (Ha) = -516.217374
- HOMO-LUMO gap (eV) = 10.017
- energy above the lowest of the compared OMol25 structures with the same formula, charge and spin (kJ/mol) = 8.1

natural (NBO) atomic charge list, values in e, 2 entries:
1. N -0.32
2. C 0.32

=====

> The highest DFT total energy belongs to which entry?

C6H5FN2O

=====

> Number 3 is which compound?

C6H5Br2F6N2O4S3Tc

=====

> Number 6 is which compound?

C6H5Cl2OP

=====

> Which of these has the highest DFT total energy?

C6H5FN2O